Entry from OMol25: a molecular structure, C32H32BClF4NO10P3S2Sc (ωB97M-V/def2-TZVPD).

Cartesian coordinates (Å):
Sc1 0.08 0.15 0.49
O1 -3.57 -1.07 1.20
S1 -2.41 -1.23 0.36
O2 -1.13 -1.42 1.10
O3 -2.16 -0.16 -0.61
C1 -2.60 -2.73 -0.57
C2 -3.72 -3.51 -0.38
C3 -3.88 -4.68 -1.10
C4 -2.91 -5.05 -2.02
C5 -1.79 -4.26 -2.20
C6 -1.60 -3.08 -1.48
P1 -0.12 -2.02 -1.75
C7 -0.37 -1.75 -3.55
C8 -1.16 -0.65 -3.88
C9 -1.46 -0.39 -5.21
C10 -0.98 -1.22 -6.21
C11 -0.19 -2.31 -5.88
C12 0.11 -2.58 -4.55
C13 1.22 -3.26 -1.67
C14 1.15 -4.34 -0.80
C15 2.25 -5.16 -0.61
C16 3.44 -4.91 -1.28
C17 3.52 -3.82 -2.13
C18 2.43 -2.99 -2.32
H1 -4.46 -3.18 0.34
H2 -4.75 -5.29 -0.96
H3 -3.03 -5.96 -2.60
H4 -1.04 -4.56 -2.93
H5 -1.51 0.01 -3.10
H6 -2.06 0.48 -5.46
H7 -1.21 -1.01 -7.25
H8 0.19 -2.96 -6.66
H9 0.72 -3.44 -4.31
H10 0.24 -4.54 -0.25
H11 2.18 -5.99 0.08
H12 4.30 -5.54 -1.12
H13 4.46 -3.59 -2.63
H14 2.51 -2.12 -2.96
N1 3.24 0.08 3.25
C19 3.64 0.47 1.87
C20 5.15 0.69 1.88
P2 3.22 -1.01 0.84
O4 3.97 -0.72 -0.54
O5 3.80 -2.15 1.59
O6 1.73 -1.01 0.54
P3 2.74 2.04 1.50
O7 3.63 2.72 0.36
O8 2.73 2.82 2.76
O9 1.44 1.65 0.81
H15 3.56 0.79 3.91
H16 3.64 -0.85 3.44
H17 2.17 0.02 3.33
H18 5.66 -0.22 2.18
H19 5.41 1.50 2.57
H20 5.49 0.97 0.89
H21 3.36 -0.33 -1.18
H22 3.15 2.70 -0.49
O10 -1.23 1.64 1.18
S2 -0.76 2.66 2.20
C21 -1.30 4.20 1.47
C22 -0.68 5.37 1.88
C23 -1.08 6.57 1.33
C24 -2.07 6.60 0.36
C25 -2.67 5.41 -0.06
C26 -2.28 4.20 0.49
C27 -2.01 2.56 3.48
C28 -3.07 1.67 3.34
C29 -4.00 1.60 4.36
C30 -3.88 2.39 5.49
C31 -2.81 3.26 5.62
C32 -1.86 3.34 4.61
H23 0.12 5.33 2.60
H24 -0.60 7.49 1.63
H25 -2.37 7.54 -0.08
H26 -3.42 5.43 -0.84
H27 -2.70 3.26 0.16
H28 -3.14 1.04 2.47
H29 -4.83 0.90 4.27
H30 -4.61 2.32 6.28
H31 -2.70 3.86 6.51
H32 -1.00 3.99 4.72
F1 2.04 2.53 -1.84
B1 1.26 1.48 -2.31
F2 0.14 1.29 -1.42
F3 2.02 0.30 -2.25
F4 0.80 1.72 -3.57
Cl1 0.28 0.00 3.27

The HOMO-LUMO gap comes out at 8.50 eV. As for the multiplicity: 1. Its largest force on an atom is 0.8 eV/A. Its net charge is -1. The value obtained for the HOMO energy is -6.0 eV.

Entry from OMol25: a molecular structure, C32H32ClEuNP (ωB97M-V/def2-TZVPD).

Cartesian coordinates (Å):
C1 -1.13 -1.50 1.24
C2 -1.01 -1.95 -0.11
C3 0.38 -2.10 -0.41
H1 -1.85 -2.29 -0.72
C4 1.12 -1.72 0.75
C5 0.19 -1.37 1.78
H2 0.43 -1.14 2.81
H3 -2.05 -1.44 1.82
H4 0.79 -2.54 -1.31
H5 2.19 -1.78 0.88
Eu1 0.12 0.64 -0.10
Cl1 2.31 1.49 -1.17
P1 0.11 0.35 -3.75
C6 1.21 -0.71 -4.79
C7 0.78 -1.43 -5.92
H6 -0.27 -1.38 -6.24
C8 1.69 -2.19 -6.65
H7 1.35 -2.74 -7.53
C9 3.03 -2.26 -6.26
H8 3.74 -2.86 -6.83
C10 3.46 -1.56 -5.13
H9 4.51 -1.60 -4.83
C11 2.56 -0.80 -4.39
H10 2.88 -0.25 -3.49
C12 -1.53 -0.08 -4.46
C13 -2.17 -1.22 -3.92
H11 -1.67 -1.79 -3.13
C14 -3.41 -1.62 -4.40
H12 -3.89 -2.51 -3.99
C15 -4.05 -0.89 -5.42
H13 -5.03 -1.20 -5.79
C16 -3.43 0.25 -5.95
H14 -3.91 0.82 -6.74
C17 -2.17 0.66 -5.47
H15 -1.70 1.54 -5.90
C18 0.40 2.00 -4.54
C19 1.11 2.19 -5.73
H16 1.54 1.34 -6.27
C20 1.27 3.48 -6.25
H17 1.82 3.62 -7.18
C21 0.73 4.58 -5.58
H18 0.86 5.59 -5.99
C22 0.03 4.39 -4.38
H19 -0.39 5.25 -3.86
C23 -0.13 3.11 -3.85
H20 -0.66 2.97 -2.91
C24 -3.12 1.15 1.87
N1 -2.40 1.29 3.10
C25 -2.34 0.20 4.03
C26 -1.57 2.45 3.30
C27 -0.10 2.14 3.40
C28 0.57 2.39 4.62
C29 1.93 2.10 4.74
C30 2.60 1.52 3.68
C31 1.91 1.25 2.48
C32 0.59 1.60 2.35
H21 -3.82 0.31 1.95
H22 -2.44 0.98 0.99
H23 -3.67 2.09 1.66
H24 -1.45 -0.44 3.87
H25 -2.30 0.58 5.06
H26 -3.25 -0.42 3.90
H27 -1.77 3.14 2.46
H28 -1.87 2.94 4.25
H29 0.01 2.82 5.45
H30 2.44 2.34 5.68
H31 3.66 1.28 3.77
H32 2.44 0.76 1.65

The HOMO-LUMO gap (spin up / spin down) comes out at 6.07 / 7.55 eV. As for the multiplicity: 7. Its largest force on an atom is 1.9 eV/A. The value obtained for the HOMO energy (spin up / spin down) is -7.8 / -7.8 eV.

Entry from OMol25: a molecular structure, C32H32CrIN5O4Se (ωB97M-V/def2-TZVPD).

Cartesian coordinates (Å):
Cr1 2.00 -0.60 0.47
C1 -1.51 -2.69 -5.20
C2 -0.59 -1.96 -4.25
C3 -0.10 -0.68 -4.39
C4 0.78 -0.07 -3.46
C5 1.39 1.16 -3.70
N1 0.77 2.18 -4.13
C6 -0.72 2.52 -4.02
C7 -0.98 2.61 -2.45
C8 -0.28 3.74 -1.65
N2 0.33 3.18 -0.47
C9 -0.12 3.45 0.71
C10 0.12 2.78 1.91
C11 -0.70 3.09 3.04
C12 -0.75 2.31 4.11
C13 -1.78 2.48 5.19
C14 0.22 1.28 4.26
C15 0.98 0.90 3.21
C16 1.75 -0.26 3.46
N3 2.26 -0.98 2.55
C17 3.08 -2.10 2.96
C18 2.65 -3.42 2.26
C19 2.86 -3.44 0.71
N4 2.08 -2.48 -0.13
C20 1.47 -2.93 -1.16
C21 0.80 -2.07 -2.12
C22 -0.09 -2.62 -3.06
C23 1.19 -0.72 -2.26
O1 1.78 -0.04 -1.39
C24 0.94 1.62 1.98
O2 1.63 1.32 0.97
H1 -2.40 -2.15 -5.41
H2 -1.76 -3.72 -4.81
H3 -1.07 -2.72 -6.21
H4 -0.38 -0.18 -5.36
H5 2.43 1.35 -3.43
H6 1.35 3.01 -4.30
H7 -1.41 1.80 -4.50
H8 -0.80 3.48 -4.44
H9 -0.54 1.65 -2.08
H10 -2.02 2.60 -2.24
H11 -1.00 4.43 -1.24
H12 0.42 4.30 -2.27
H13 1.13 2.48 -0.53
H14 -1.04 4.13 0.74
H15 -1.37 3.93 3.05
H16 -2.76 2.72 4.83
H17 -1.44 3.28 5.85
H18 -2.02 1.57 5.72
H19 0.12 0.64 5.12
H20 1.79 -0.68 4.47
H21 2.94 -2.32 3.98
H22 4.07 -1.83 2.76
H23 1.63 -3.83 2.58
H24 3.37 -4.19 2.43
H25 2.56 -4.45 0.29
H26 3.91 -3.17 0.51
H27 1.40 -4.03 -1.37
H28 -0.33 -3.67 -2.88
Se1 5.50 -0.63 -2.39
C25 4.44 -0.66 -0.99
N5 4.01 -0.64 0.13
I1 -6.69 0.30 1.03
C26 -4.75 -0.22 1.31
C27 -3.80 0.72 1.01
C28 -2.48 0.37 1.11
C29 -2.14 -0.93 1.43
C30 -3.14 -1.90 1.67
C31 -4.47 -1.53 1.61
C32 -0.71 -1.37 1.30
O3 -0.32 -2.45 1.73
O4 0.02 -0.46 0.69
H29 -4.10 1.67 0.66
H30 -1.59 1.00 0.97
H31 -2.77 -2.93 1.84
H32 -5.29 -2.29 1.67

The HOMO-LUMO gap (spin up / spin down) comes out at 6.26 / 6.31 eV. As for the multiplicity: 4. Its largest force on an atom is 3.9 eV/A. Its net charge is +1. Its energy above the lowest of the compared OMol25 structures with the same formula, charge and spin is 32.0 kJ/mol. The value obtained for the HOMO energy (spin up / spin down) is -9.8 / -9.9 eV.